ORCA calculation (ωB97M-V/def2-TZVPD) on a structure of composition C26H28Br3N2ORhSi2 at a distorted geometry.

**HOMO-LUMO gap (alpha / beta)**: 6.8 / 6.8 eV
**Strongest force on any atom**: 1.00 eV/Å
**Relative energy (zero: lowest compared OMol25 entry of this formula, charge and spin)**: 23.1 kJ/mol
**E_HOMO (alpha / beta)**: -8.08 / -8.08 eV

Structure (XYZ):
```
63
Properties=species:S:1:pos:R:3:forces:R:3:mulliken_charge:R:1
Rh 0.64666 -0.70589 0.01735 0.373 -0.885 -0.280 -1.072
C 3.41471 1.08226 -1.82446 0.011 -0.074 0.033 -1.160
C 2.32993 0.54737 -2.70377 -0.156 -0.077 0.100 0.833
C 2.41308 0.78346 -4.09560 0.011 0.029 -0.022 -0.988
C 1.43107 0.35800 -4.93268 0.014 0.021 -0.039 -0.901
C 0.31099 -0.31276 -4.40114 -0.033 -0.026 0.089 1.021
C -0.77840 -0.79610 -5.16756 0.053 0.013 0.010 -0.185
Br -0.78562 -0.57942 -7.04794 -0.016 0.005 -0.042 -0.231
C -1.83022 -1.42390 -4.57510 -0.073 -0.021 0.010 -0.274
C -1.85835 -1.59013 -3.17924 0.076 0.048 -0.255 -0.354
Br -3.33457 -2.46486 -2.40788 -0.005 -0.006 0.088 -0.168
C -0.82781 -1.14589 -2.38355 0.025 0.097 0.107 -0.251
O -0.86929 -1.31719 -1.07338 -0.082 0.129 0.214 -0.397
C 0.28872 -0.50559 -3.00441 -0.040 -0.017 -0.014 -0.125
N 1.30117 -0.09445 -2.17867 0.031 -0.072 -0.183 0.390
H 4.34330 1.18402 -2.38460 -0.008 -0.015 -0.007 0.545
H 3.57835 0.43181 -0.97182 0.009 -0.012 0.087 0.056
H 3.13485 2.07322 -1.45817 -0.012 -0.012 0.017 0.093
H 3.27740 1.30909 -4.47741 0.006 -0.003 -0.013 0.442
H 1.49198 0.53267 -5.99807 0.009 -0.004 0.004 0.333
H -2.65657 -1.79138 -5.16654 0.007 -0.002 -0.004 0.445
C 0.04723 -3.86417 0.44992 0.075 -0.042 0.226 -1.148
Si 0.02471 -2.43351 1.65793 0.355 0.356 -0.032 1.276
C 1.12973 -2.71991 3.14281 -0.127 -0.078 -0.015 -1.377
C -1.68667 -2.18008 2.35983 0.038 -0.103 -0.130 0.464
C -2.34032 -3.13183 3.14809 -0.072 0.023 0.049 -0.734
C -3.59403 -2.86210 3.67027 0.000 0.093 -0.028 -0.733
C -4.19810 -1.62962 3.42332 0.062 -0.087 0.024 -0.662
C -3.54796 -0.68123 2.65235 -0.085 -0.006 -0.044 -0.775
C -2.29190 -0.95471 2.10385 0.013 -0.135 -0.189 0.296
Si -1.33797 0.28950 1.07713 -0.165 0.179 0.441 1.460
C -2.43422 0.93358 -0.29361 0.127 0.112 -0.004 -1.261
C -1.05936 1.68022 2.32078 0.093 -0.041 -0.026 -1.294
H -0.19725 -4.75330 1.04299 0.000 -0.045 -0.089 0.398
H 1.02612 -4.01777 -0.00414 0.005 0.018 0.007 0.295
H -0.70396 -3.73719 -0.32552 -0.055 -0.008 -0.009 0.274
H 0.56967 -3.33092 3.85801 0.012 0.027 0.013 0.462
H 1.37906 -1.77716 3.63135 -0.007 0.021 0.020 0.317
H 2.05618 -3.22522 2.88597 0.022 -0.010 -0.007 0.369
H -1.87441 -4.08826 3.36248 0.014 -0.002 -0.021 0.377
H -4.10170 -3.60200 4.27622 -0.008 0.000 -0.004 0.391
H -5.17468 -1.41529 3.83898 -0.002 0.004 0.000 0.405
H -4.03097 0.27456 2.47538 0.004 -0.001 -0.021 0.370
H -3.20801 1.56506 0.15343 0.024 0.020 0.032 0.460
H -2.91669 0.11489 -0.82080 -0.035 -0.027 -0.019 0.193
H -1.86556 1.54001 -1.00025 -0.024 -0.016 -0.002 0.239
H -1.97408 1.74653 2.91639 -0.031 -0.002 -0.035 0.532
H -0.88278 2.65166 1.85974 0.070 -0.002 -0.036 0.281
H -0.24115 1.46823 3.00937 -0.014 -0.022 0.025 0.353
C 2.32515 5.19598 0.94078 0.048 0.049 -0.032 -1.531
C 1.96649 3.74272 0.81718 -0.004 -0.002 0.030 1.242
C 2.48626 2.77230 1.67463 0.001 -0.032 0.017 -0.928
C 2.11550 1.44827 1.54780 -0.111 0.154 -0.045 -1.189
C 1.19838 1.12892 0.54080 0.053 0.129 0.030 2.750
Br 2.94195 -1.53570 0.73367 -0.470 0.307 -0.164 -0.542
N 0.69131 2.02745 -0.26830 0.149 0.060 0.085 -0.003
C 1.07379 3.30335 -0.14264 -0.111 0.030 -0.065 -1.296
H 3.35089 5.32415 1.28659 0.000 -0.021 -0.002 0.376
H 1.67301 5.70462 1.65332 -0.009 -0.022 0.013 0.274
H 2.22700 5.70705 -0.01708 -0.013 0.000 0.008 0.408
H 3.19632 3.06187 2.44167 0.003 -0.026 0.007 0.377
H 2.52349 0.67940 2.18180 -0.004 0.040 0.085 0.392
H 0.63816 4.00534 -0.84785 -0.018 -0.011 0.006 0.387
```
Positions in Å, forces in eV/Å.

ORCA calculation (ωB97M-V/def2-TZVPD) on a structure of composition C26H28Cl3CuN4OSSe at a distorted geometry.

**Multiplicity**: 2
**⟨S²⟩**: 0.761
**HOMO-LUMO gap (alpha / beta)**: 6.6 / 6.3 eV
**Strongest force on any atom**: 1.06 eV/Å
**Charge**: -1
**E_HOMO (alpha / beta)**: -4.09 / -4.12 eV

Structure (XYZ):
```
65
Properties=species:S:1:pos:R:3:forces:R:3:mulliken_charge:R:1
Cu -0.14272 0.81471 -0.33024 -0.601 0.317 0.817 0.537
Cl 3.26456 -3.19621 4.48475 -0.037 0.045 -0.044 -0.278
C 2.47100 -1.92542 3.57273 0.041 -0.093 0.062 0.453
C 1.33222 -2.20864 2.84588 0.022 0.011 0.008 -0.930
C 0.71342 -1.20000 2.13069 -0.069 -0.331 -0.003 1.273
Cl -0.69837 -1.66389 1.20390 0.154 0.160 0.089 -0.224
C 1.18364 0.13698 2.08766 0.049 -0.110 -0.018 -1.063
O 0.64970 1.09868 1.43800 -0.066 -0.059 -0.506 -0.271
C 2.35444 0.33948 2.85867 0.177 0.148 0.184 0.607
Cl 3.03743 1.94209 2.87388 -0.061 -0.045 -0.027 -0.247
C 2.99045 -0.64465 3.58426 0.009 0.001 0.000 -0.792
H 0.92106 -3.20745 2.82769 -0.007 -0.024 0.007 0.404
H 3.88530 -0.41152 4.14158 0.025 0.007 0.028 0.429
N 1.89725 -0.72103 -0.77080 0.181 -0.118 -0.134 -0.498
C 1.83812 -1.78662 -1.21956 -0.196 0.365 0.124 0.248
N 1.65707 -2.99047 -1.72487 0.144 -0.029 0.089 0.286
C 2.68843 -4.01229 -1.62485 0.004 -0.011 -0.008 -0.780
C 2.04306 -5.34934 -1.28324 0.064 -0.019 0.035 -0.567
C 0.91365 -5.67208 -2.25868 0.011 0.012 -0.035 -0.695
C -0.11292 -4.54219 -2.27932 -0.072 0.020 0.018 -0.556
C 0.55725 -3.23081 -2.65217 0.041 0.032 -0.115 -0.354
H 3.40279 -3.70448 -0.86141 -0.028 -0.027 -0.018 0.440
H 3.22459 -4.08591 -2.58278 -0.016 -0.012 0.032 0.307
H 1.64213 -5.29200 -0.26810 0.004 -0.001 0.019 0.280
H 2.80542 -6.13219 -1.29376 -0.012 0.005 -0.008 0.341
H 0.44091 -6.61869 -1.99232 -0.007 -0.012 0.018 0.325
H 1.33270 -5.79567 -3.26411 -0.011 -0.022 -0.017 0.308
H -0.55483 -4.43234 -1.28512 -0.042 0.004 -0.014 0.250
H -0.92233 -4.75215 -2.98074 0.016 -0.027 -0.027 0.346
H -0.11571 -2.37468 -2.61060 -0.028 -0.039 0.029 0.090
H 0.96110 -3.28924 -3.67378 -0.049 -0.001 0.013 0.256
C 1.43298 3.21643 -5.88636 0.031 0.001 -0.031 -1.228
C 1.28332 2.80906 -4.44897 0.044 0.094 -0.104 1.024
C 2.07694 3.38164 -3.45780 -0.016 -0.012 -0.016 -1.005
C 1.85371 2.95338 -2.16406 0.066 -0.006 0.026 -0.228
N 0.93475 2.04628 -1.88196 0.034 -0.011 -0.005 -0.308
C 0.20749 1.54567 -2.90175 -0.417 -0.521 0.321 0.508
S -0.99615 0.38147 -2.39218 0.368 0.256 -0.411 -0.463
N 0.35846 1.89683 -4.18045 -0.012 0.023 -0.148 -0.603
H 1.12992 4.25569 -6.02247 -0.016 0.026 0.012 0.284
H 0.80934 2.58475 -6.51310 -0.008 -0.018 -0.005 0.339
H 2.47237 3.13448 -6.20589 0.029 -0.002 -0.016 0.323
H 2.82740 4.12219 -3.69234 0.023 0.025 0.004 0.350
H 2.41957 3.33683 -1.32245 0.015 0.018 0.018 0.536
C 0.01430 6.38464 3.89813 0.066 0.053 0.066 -1.506
C -0.52779 5.22925 3.10502 -0.052 -0.017 -0.040 0.690
C -0.65616 5.30253 1.72753 0.033 -0.015 0.049 -1.147
C -1.18733 4.25497 0.98128 0.022 0.031 -0.146 1.218
C -1.27518 4.40028 -0.51084 -0.058 0.013 -0.075 -1.386
C -1.61237 3.09011 1.62608 0.020 -0.014 0.242 0.131
Se -2.37333 1.65554 0.62539 0.213 -0.143 -0.340 -0.303
C -1.47236 2.99481 3.02105 -0.034 -0.054 -0.032 1.303
C -1.86364 1.75447 3.77006 -0.025 -0.053 0.022 -1.618
C -0.93757 4.05991 3.73176 -0.009 0.059 -0.032 -1.026
H 0.53181 7.09456 3.25314 0.021 0.019 -0.024 0.350
H 0.71844 6.04741 4.66039 0.017 -0.017 0.011 0.347
H -0.78193 6.92915 4.41229 -0.032 -0.013 -0.003 0.297
H -0.32677 6.19660 1.20900 0.016 0.053 -0.016 0.222
H -0.78885 5.32354 -0.82861 0.001 0.039 -0.044 0.333
H -2.31350 4.40945 -0.84841 -0.021 0.009 0.025 0.318
H -0.80759 3.55771 -1.02057 -0.004 0.049 0.053 0.127
H -1.17598 0.93896 3.54163 0.049 -0.036 -0.050 0.148
H -2.85446 1.40497 3.48197 -0.021 0.034 0.010 0.361
H -1.84296 1.93879 4.84525 0.008 -0.022 0.020 0.400
H -0.83048 3.96642 4.80702 0.010 0.009 0.061 0.286
```
Positions in Å, forces in eV/Å.

ORCA calculation (ωB97M-V/def2-TZVPD) on the molecule C26H28N2O2S.

**SMILES string**: Cc1cc(CSc2ccccc2)ccc1NC(=O)c1ccc(CN2CCOCC2)cc1
**HOMO-LUMO gap**: 8.6 eV
**Strongest force on any atom**: 0.66 eV/Å
**Relative energy (zero: lowest compared OMol25 entry of this formula, charge and spin)**: 152.0 kJ/mol
**E_HOMO**: -8.11 eV

Structure (XYZ):
```
59
Properties=species:S:1:pos:R:3:forces:R:3:mulliken_charge:R:1
C -1.72439 -0.70690 2.12874 0.068 -0.128 0.120 -1.704
C -2.53040 -1.12044 0.94180 0.064 -0.017 -0.079 1.001
C -3.88905 -1.36826 1.07682 0.032 -0.094 -0.179 -0.659
C -4.69351 -1.69556 -0.00379 0.199 -0.013 -0.122 0.226
C -6.15558 -1.96120 0.18262 -0.395 0.423 0.323 -0.873
S -6.99671 -0.80597 1.32633 -0.074 -0.286 -0.020 -0.122
C -7.15013 0.69959 0.41311 0.090 -0.270 0.037 0.693
C -6.44969 0.97109 -0.75269 -0.017 -0.028 -0.030 -0.064
C -6.63946 2.18142 -1.39764 -0.009 0.089 -0.081 -0.699
C -7.51253 3.12528 -0.88697 0.018 0.085 -0.069 -0.463
C -8.20174 2.85593 0.28541 -0.013 0.055 0.017 -0.489
C -8.02531 1.64983 0.93291 0.078 -0.099 0.019 -0.612
C -4.12086 -1.77193 -1.26800 -0.063 -0.009 0.175 -0.709
C -2.76883 -1.54652 -1.42506 0.172 0.009 0.074 -0.873
C -1.96476 -1.23988 -0.33175 -0.412 -0.170 0.056 0.493
N -0.59497 -1.00380 -0.56109 0.026 0.302 -0.276 -0.090
C 0.44026 -1.61045 0.09532 -0.026 -0.051 -0.071 0.299
O 0.29094 -2.42718 0.98041 0.031 -0.107 -0.044 -0.625
C 1.78781 -1.18565 -0.38065 0.353 0.032 0.010 0.510
C 2.03906 0.07408 -0.91652 -0.107 -0.105 0.043 -0.557
C 3.31690 0.41531 -1.31818 0.105 -0.080 -0.071 -0.730
C 4.36938 -0.48638 -1.20007 -0.043 0.033 -0.023 1.187
C 5.77337 -0.08008 -1.57335 0.097 0.048 0.019 -1.997
N 6.52923 0.53837 -0.49215 0.034 0.000 -0.034 0.090
C 6.76997 -0.33607 0.64135 0.236 0.204 0.239 -0.389
C 7.75276 0.35705 1.58691 -0.022 -0.386 -0.098 -0.739
O 7.25247 1.59621 2.02959 -0.084 0.016 0.159 -0.390
C 6.98485 2.43800 0.93406 -0.231 0.178 -0.277 -0.739
C 5.98093 1.79914 -0.02742 0.260 0.140 0.259 -0.394
C 4.11347 -1.74196 -0.65856 -0.056 0.087 -0.067 -0.399
C 2.84103 -2.08560 -0.24729 -0.179 -0.012 0.048 -0.780
H -1.08679 -1.53001 2.45151 -0.007 0.087 0.062 0.317
H -2.37435 -0.41878 2.95065 -0.043 0.087 0.025 0.447
H -1.07269 0.12921 1.87692 0.064 0.070 0.040 0.319
H -4.34209 -1.28026 2.05394 -0.006 0.063 0.093 0.448
H -6.30690 -2.93168 0.66113 -0.079 0.025 -0.079 0.436
H -6.69642 -1.94860 -0.76406 0.056 -0.104 -0.014 0.404
H -5.75001 0.25781 -1.15703 0.033 -0.032 -0.020 0.191
H -6.09249 2.38460 -2.30700 0.036 0.031 -0.073 0.378
H -7.65386 4.06657 -1.39660 -0.013 0.074 -0.038 0.365
H -8.88315 3.58725 0.69434 -0.059 0.056 0.033 0.371
H -8.56039 1.42790 1.84393 -0.111 0.011 0.093 0.362
H -4.72914 -2.01539 -2.12781 -0.074 -0.004 -0.076 0.401
H -2.32264 -1.61247 -2.40787 0.067 -0.041 -0.080 0.404
H -0.37785 -0.58522 -1.45449 0.066 -0.045 0.176 0.333
H 1.24714 0.80582 -0.99614 -0.067 0.041 0.010 0.449
H 3.49974 1.39589 -1.73435 0.031 0.100 -0.032 0.387
H 5.74770 0.64000 -2.39647 -0.010 -0.099 -0.024 0.493
H 6.34101 -0.95678 -1.89800 -0.062 0.040 -0.071 0.507
H 7.20909 -1.26932 0.28274 -0.013 -0.055 0.033 0.363
H 5.84211 -0.56386 1.19353 0.077 -0.042 -0.028 0.286
H 7.91768 -0.24495 2.48198 0.030 -0.009 -0.083 0.356
H 8.70887 0.50767 1.06287 -0.059 -0.048 0.053 0.370
H 6.58654 3.36542 1.34912 0.033 -0.020 -0.080 0.355
H 7.91778 2.64919 0.38951 -0.083 0.021 0.032 0.370
H 5.83002 2.45866 -0.88480 -0.049 0.040 0.004 0.360
H 5.01944 1.66481 0.49768 0.041 0.059 -0.061 0.291
H 4.91860 -2.45598 -0.56221 0.090 -0.077 0.002 0.397
H 2.63853 -3.05496 0.18275 -0.025 -0.074 0.046 0.433
```
Positions in Å, forces in eV/Å.

ORCA calculation (ωB97M-V/def2-TZVPD) on a cluster of 4 separate species, C26H28O12P2 in total at a distorted geometry.

**SMILES string**: O=C1C=C(O)C(=O)C=C1O.O=C1C=C(O)C(=O)C=C1O.O=C1C=C(O)C(=O)C=C1O.C#CCCC[PH]#P(C)CC
**HOMO-LUMO gap**: 5.9 eV
**Strongest force on any atom**: 1.43 eV/Å
**E_HOMO**: -7.60 eV

Structure (XYZ):
```
68
Properties=species:S:1:pos:R:3:forces:R:3:mulliken_charge:R:1
O 6.27618 -0.75616 1.88676 -0.153 0.276 0.157 -0.617
C 5.43269 -0.90164 1.02290 0.262 -0.516 -0.258 0.939
C 5.47911 -1.97142 0.03529 0.091 0.148 0.215 -0.889
C 4.52563 -2.06511 -0.89973 0.442 -0.425 0.008 0.296
O 4.52004 -3.02592 -1.82111 -0.338 0.430 0.097 -0.549
C 3.39257 -1.08558 -0.96914 -0.224 0.497 0.274 1.098
O 2.56745 -1.21233 -1.85666 0.126 -0.200 -0.133 -0.547
C 3.33169 -0.03043 0.03166 -0.139 -0.119 -0.229 -1.054
C 4.28301 0.06132 0.96946 -0.426 0.372 0.005 0.374
O 4.26715 1.00868 1.90515 0.332 -0.311 -0.038 -0.547
H 6.30177 -2.66989 0.09411 -0.008 -0.005 -0.024 0.437
H 3.72243 -2.85699 -2.35974 -0.054 -0.259 -0.237 0.286
H 2.50042 0.65938 -0.01820 0.017 0.017 0.027 0.490
H 5.06071 0.85342 2.45172 0.015 0.045 0.049 0.358
O 1.03871 7.93468 6.79329 0.281 0.090 -0.176 -0.611
C 0.81501 6.90769 6.18255 -0.523 -0.136 0.304 0.942
C -0.33553 6.05478 6.45105 0.143 0.200 0.045 -0.899
C -0.51542 4.92746 5.75279 -0.396 0.123 0.403 0.374
O -1.55512 4.12069 5.96509 0.348 -0.083 -0.321 -0.564
C 0.44721 4.50263 4.68507 0.520 0.163 -0.268 1.023
O 0.24212 3.45664 4.09448 -0.264 -0.028 0.203 -0.700
C 1.58369 5.36487 4.39980 -0.126 -0.226 -0.058 -1.066
C 1.76247 6.49463 5.09566 0.369 -0.135 -0.411 0.448
O 2.78685 7.31349 4.86645 -0.311 0.080 0.324 -0.564
H -1.02103 6.37083 7.22455 -0.008 -0.024 -0.003 0.423
H -1.45231 3.38155 5.33660 -0.070 -0.056 0.015 0.357
H 2.26063 5.05547 3.61583 0.012 0.016 0.012 0.458
H 2.68543 8.04857 5.50049 0.055 0.047 0.000 0.355
O -0.20789 -2.55553 -4.54764 0.343 0.076 0.028 -0.666
C -0.11247 -3.75998 -4.40621 -0.577 -0.140 -0.151 1.095
C -1.23749 -4.67240 -4.55981 0.103 0.237 0.001 -0.957
C -1.06853 -5.98718 -4.37382 -0.517 0.208 -0.138 0.381
O -2.06959 -6.85648 -4.50647 0.436 -0.127 0.112 -0.572
C 0.26432 -6.56378 -4.00234 0.535 0.101 0.105 0.924
O 0.35569 -7.76316 -3.82802 -0.296 -0.067 -0.073 -0.610
C 1.39559 -5.65203 -3.87122 -0.059 -0.208 0.024 -0.857
C 1.22560 -4.33971 -4.06070 0.508 -0.236 0.149 0.189
O 2.23294 -3.46815 -3.95191 -0.393 0.195 -0.118 -0.540
H -2.19392 -4.24441 -4.82527 -0.013 -0.017 0.029 0.451
H -1.68589 -7.73353 -4.31823 -0.057 -0.053 0.005 0.353
H 2.35568 -6.08069 -3.61944 0.000 0.017 0.005 0.463
H 1.84408 -2.58929 -4.13215 0.045 0.076 0.098 0.312
C -1.61833 3.18286 1.48974 0.065 -0.377 0.598 0.162
C -2.38943 2.59126 0.78849 -0.469 -0.490 -0.443 -0.889
C -3.28087 1.74215 -0.03373 0.602 0.749 -0.079 0.462
C -3.36828 2.23279 -1.49089 -0.145 -0.662 -0.361 -0.604
C -4.08097 1.23959 -2.46856 -0.022 -0.219 -0.138 -0.749
P -4.85652 -0.25013 -1.65260 -0.674 0.688 1.054 -0.175
P -3.38774 -1.78738 -1.22759 0.104 -1.197 -0.452 0.023
C -3.41075 -1.98254 0.62570 -0.133 0.789 0.005 -1.080
C -1.65192 -1.22560 -1.64387 0.670 0.181 0.726 0.207
C -0.69996 -1.10555 -0.42040 0.020 0.423 -0.413 -0.946
H -0.98175 3.42157 2.31461 0.087 0.390 -0.341 0.352
H -2.82799 0.74618 -0.04141 -0.243 0.016 0.123 -0.719
H -4.26416 1.69488 0.43842 0.072 -0.123 -0.102 0.459
H -2.34869 2.35492 -1.87203 -0.151 0.266 0.198 0.245
H -3.88942 3.19268 -1.53500 0.238 -0.047 0.077 0.415
H -3.40365 0.89057 -3.25684 -0.012 0.259 0.148 0.356
H -4.89395 1.77411 -2.97475 0.045 -0.272 0.060 0.428
H -5.69476 -0.83134 -2.64235 0.753 0.107 -0.266 0.072
H -2.71850 -2.78018 0.90598 -0.101 0.089 -0.086 0.384
H -3.15922 -1.06740 1.17740 0.094 -0.209 -0.054 0.289
H -4.41698 -2.26687 0.95039 0.137 -0.068 -0.284 0.401
H -1.18684 -1.97661 -2.29148 -0.441 0.154 -0.104 0.005
H -1.62337 -0.27565 -2.19189 -0.217 -0.175 0.020 0.221
H 0.31656 -0.88376 -0.79829 -0.439 -0.268 0.250 0.025
H -0.68941 -2.02494 0.17112 0.150 0.109 -0.127 0.329
H -0.97480 -0.28057 0.24690 -0.021 -0.156 -0.068 0.310
```
Positions in Å, forces in eV/Å.